(1)
22
Properties=species:S:1:pos:R:3:nbo_charge:R:1 method="wB97M-V/def2-TZVPD" homo_energy_ev=-8.503 multiplicity=1 smiles=Oc1cccc2c1CCNC2 relative_energy_ev=1.8285 orbital_gap_ev=9.114
O 2.6280 -1.1580 -0.5411 -0.69
C 1.7718 -0.1342 -0.2271 0.32
C 2.4379 1.0513 0.1302 -0.27
C 1.6653 2.1479 0.3990 -0.18
C 0.3494 2.0456 0.5635 -0.26
C -0.2556 0.7743 0.3215 0.03
C 0.4655 -0.3234 -0.1446 -0.14
C -0.1815 -1.6445 -0.4700 -0.47
C -1.6223 -1.6066 -0.1378 -0.22
N -2.4107 -0.3565 -0.3538 -0.61
C -1.8249 0.6596 0.5408 -0.25
H 2.1845 -1.8696 -1.2954 0.48
H 3.4924 1.1081 -0.0955 0.23
H 2.0887 3.1296 0.5240 0.21
H -0.3172 2.8365 1.0424 0.22
H 0.2504 -2.3100 0.3136 0.24
H -0.1437 -2.0153 -1.5024 0.22
H -1.7090 -1.8655 0.9639 0.19
H -2.2455 -2.4001 -0.6572 0.21
H -2.2326 -0.0627 -1.3957 0.34
H -2.0533 0.2712 1.6044 0.20
H -2.3377 1.7222 0.4176 0.21


(2)
8
Properties=species:S:1:pos:R:3:nbo_charge:R:1 method="wB97M-V/def2-TZVPD" homo_energy_ev=-9.792 multiplicity=1 smiles="[H]/N=N/[C@@H](Cl)C#N" relative_energy_ev=2.3976 orbital_gap_ev=9.812
H 0.2732 1.9677 -0.7573 0.35
N 0.5107 0.9970 -0.4479 -0.34
N -0.0355 0.4889 0.5119 -0.06
C 0.6629 -1.0141 0.6771 -0.25
Cl 2.3873 -1.0449 0.5244 0.06
C 0.2795 -1.5730 1.9557 0.23
N -0.0894 -2.1553 2.8681 -0.26
H 0.1087 -1.4231 -0.1695 0.25


(3)
99
Properties=species:S:1:pos:R:3:mulliken_charge:R:1 method="wB97M-V/def2-TZVPD" homo_energy_ev="-7.565 / -10.039" multiplicity=3 relative_energy_ev=0.8571 total_charge=+1 s2=2.03 orbital_gap_ev="4.572 / 7.007"
Ti 0.2501 -0.2788 0.2061 -0.93
C -1.1563 -0.8786 4.0724 -0.80
C -0.2010 -1.8131 4.5660 -0.54
C 0.9961 -1.9518 3.9456 -0.89
C 1.3042 -1.1966 2.7698 0.44
N 0.3125 -0.3915 2.2249 0.76
C -0.8474 -0.2059 2.9426 -0.05
N 2.5513 -1.2949 2.2714 -0.52
C 2.9521 -0.6070 1.1881 -0.17
N 2.1139 0.0861 0.3369 1.20
C 2.8201 0.8100 -0.5969 -0.15
N 2.2862 1.7061 -1.4291 -0.43
C 1.0308 2.1873 -1.2409 0.39
C 0.5870 3.2249 -2.1121 -0.62
C -0.5719 3.8936 -1.8624 -0.63
C -1.3445 3.5622 -0.7239 -0.75
C -0.9191 2.5222 0.0361 -0.15
N 0.1945 1.7760 -0.2278 0.70
C 4.2096 0.4722 -0.4119 0.47
C 5.3608 0.8866 -1.0900 -0.37
C 6.5749 0.4020 -0.6566 -0.66
C 6.6598 -0.4757 0.4498 -0.58
C 5.5321 -0.8779 1.1343 -0.68
C 4.2913 -0.4008 0.6918 0.32
H -2.0938 -0.6920 4.5817 0.52
H -0.4170 -2.3887 5.4614 0.44
H 1.7705 -2.6137 4.3191 0.55
H -1.5189 0.5340 2.5460 0.17
H 1.2366 3.4876 -2.9385 0.57
H -0.8836 4.7017 -2.5185 0.43
H -2.2442 4.1045 -0.4548 0.51
H -1.4841 2.2199 0.9042 0.30
H 5.2942 1.5704 -1.9303 0.52
H 7.4842 0.7031 -1.1665 0.41
H 7.6349 -0.8296 0.7688 0.42
H 5.5943 -1.5410 1.9931 0.53
O 0.1325 -0.5279 -1.9164 -0.54
P -0.8879 -0.4932 -3.0385 1.34
C -2.3369 0.4173 -2.4840 -1.19
P -3.0100 -0.1962 -0.9348 0.45
O -1.9007 -0.4596 0.0804 0.68
C -3.9483 -1.6587 -1.3004 1.18
C -4.8098 -1.7131 -2.3987 -0.49
C -5.5681 -2.8491 -2.6301 -0.79
C -5.4721 -3.9357 -1.7646 -0.61
C -4.6255 -3.8832 -0.6642 -0.95
C -3.8636 -2.7426 -0.4283 -0.51
C -4.1508 1.0325 -0.3493 0.92
C -5.0041 1.6956 -1.2335 -0.47
C -5.9020 2.6357 -0.7528 -0.81
C -5.9539 2.9112 0.6106 -0.60
C -5.1156 2.2420 1.4965 -0.88
C -4.2140 1.2988 1.0182 -0.55
C -1.4714 -2.1072 -3.5138 0.85
C -0.7132 -3.2222 -3.1567 -0.60
C -1.1336 -4.4954 -3.5257 -0.91
C -2.3069 -4.6569 -4.2532 -0.76
C -3.0600 -3.5465 -4.6215 -0.83
C -2.6452 -2.2755 -4.2542 -0.43
C -0.2659 0.3247 -4.4835 1.02
C 1.0962 0.6244 -4.5458 -0.45
C 1.6021 1.2462 -5.6839 -0.85
C 0.7585 1.5619 -6.7409 -0.58
C -0.5998 1.2599 -6.6768 -0.74
C -1.1130 0.6389 -5.5512 -0.60
H -3.1093 0.4148 -3.2604 1.23
H -2.0056 1.4447 -2.3088 -0.13
H -4.8974 -0.8723 -3.0838 0.23
H -6.2378 -2.8890 -3.4842 0.50
H -6.0647 -4.8271 -1.9493 0.43
H -4.5614 -4.7288 0.0141 0.48
H -3.2137 -2.6883 0.4344 0.45
H -4.9659 1.5007 -2.3027 0.21
H -6.5610 3.1557 -1.4409 0.44
H -6.6546 3.6504 0.9832 0.43
H -5.1637 2.4540 2.5600 0.46
H -3.5715 0.7599 1.7033 0.39
H 0.2046 -3.0870 -2.6026 0.56
H -0.5437 -5.3633 -3.2489 0.51
H -2.6382 -5.6515 -4.5365 0.44
H -3.9713 -3.6730 -5.1951 0.48
H -3.2506 -1.4181 -4.5444 0.30
H 1.7493 0.4067 -3.7079 0.16
H 2.6587 1.4900 -5.7360 0.47
H 1.1576 2.0484 -7.6241 0.40
H -1.2544 1.5076 -7.5054 0.44
H -2.1754 0.4028 -5.5137 0.19
N 1.1156 -7.6568 -0.1219 -0.46
C 1.0233 -6.5180 -0.0345 -0.41
C 0.8845 -5.0630 0.0615 0.52
C 1.8206 -4.2404 -0.5112 -0.52
C 1.6171 -2.8726 -0.4456 -0.90
N 0.5769 -2.3309 0.1653 1.18
C -0.2972 -3.1329 0.7558 -0.55
C -0.1947 -4.5156 0.7127 -1.13
H 2.6934 -4.6398 -1.0113 0.58
H 2.3053 -2.1864 -0.9113 0.37
H -1.0971 -2.6547 1.2996 0.56
H -0.9372 -5.1394 1.1921 0.63


(4)
50
Properties=species:S:1:pos:R:3:nbo_charge:R:1 method="wB97M-V/def2-TZVPD" homo_energy_ev=-8.733 multiplicity=1 smiles="CCOc1cc2ncnc(Nc3ccc(F)c(Cl)c3)c2cc1OC(=O)CSc1nnnn1C" relative_energy_ev=0.0000 orbital_gap_ev=8.386
C 4.3480 -2.9924 2.7861 -0.62
C 3.3064 -2.4628 1.8348 -0.07
O 2.1694 -2.0625 2.6242 -0.50
C 0.9458 -1.9279 2.0338 0.28
C -0.1295 -2.1215 2.8910 -0.23
C -1.4684 -1.9747 2.4303 0.20
N -2.4966 -2.1661 3.2653 -0.47
C -3.7526 -2.1058 2.8113 0.27
N -4.0130 -1.7364 1.5687 -0.51
C -2.9938 -1.4411 0.7832 0.45
N -3.4377 -1.0147 -0.4416 -0.65
C -3.2495 0.3061 -0.8709 0.20
C -2.9250 0.4670 -2.2363 -0.21
C -2.8496 1.7767 -2.7392 -0.25
C -3.1135 2.8788 -1.9445 0.37
F -2.9806 4.1358 -2.4318 -0.31
C -3.4335 2.6781 -0.5697 -0.09
Cl -3.7577 3.9632 0.5149 0.04
C -3.5440 1.3866 -0.0838 -0.28
C -1.7021 -1.6713 1.0891 -0.20
C -0.6228 -1.4352 0.2250 -0.19
C 0.6704 -1.4988 0.7186 0.25
O 1.6703 -1.1319 -0.1277 -0.49
C 2.0991 0.1733 -0.0315 0.80
O 3.2320 0.4993 -0.3519 -0.57
C 1.2559 1.3487 0.5039 -0.65
S 1.5358 2.8667 -0.4689 0.31
C 1.3500 2.2083 -2.0910 0.15
N 0.3998 1.3644 -2.4620 -0.32
N 0.6946 1.0318 -3.7533 -0.08
N 1.7459 1.6783 -4.2006 -0.04
N 2.2383 2.3651 -3.1387 -0.20
C 3.5434 3.0725 -3.0479 -0.42
H 3.8761 -3.7722 3.4101 0.21
H 5.1604 -3.4488 2.2402 0.22
H 4.7529 -2.2374 3.4335 0.21
H 3.0293 -3.2729 1.1549 0.18
H 3.7654 -1.6598 1.2468 0.19
H 0.0986 -2.3677 3.8954 0.24
H -4.5579 -2.2835 3.5159 0.19
H -4.4014 -1.3392 -0.5160 0.41
H -2.7299 -0.4052 -2.8738 0.24
H -2.5864 1.9499 -3.7532 0.24
H -3.7867 1.2161 0.9415 0.23
H -0.7543 -1.2008 -0.8124 0.25
H 0.1841 1.0613 0.4937 0.25
H 1.5266 1.5489 1.5416 0.27
H 3.3910 4.1433 -2.7810 0.22
H 4.1228 3.0383 -3.9533 0.24
H 4.1742 2.5719 -2.2728 0.24


(5)
127
Properties=species:S:1:pos:R:3:mulliken_charge:R:1 method="wB97M-V/def2-TZVPD" homo_energy_ev="-5.045 / -5.270" multiplicity=3 relative_energy_ev=0.4278 total_charge=-1 s2=2.02 orbital_gap_ev="7.034 / 7.259"
V -0.5659 -1.0930 0.0500 -1.22
C -1.7268 -2.1406 3.4252 -0.96
Si -1.0607 -0.4033 3.2124 0.41
C -0.0911 0.0007 4.7740 -1.20
C -2.5489 0.7339 3.1748 -0.44
N -0.0849 -0.2371 1.7755 0.81
P 1.5335 -0.3940 1.5132 2.37
C 1.8862 -1.1592 0.0733 -1.68
P 1.5530 -0.4940 -1.4167 2.95
N -0.0342 -0.0725 -1.5785 0.33
Si -0.9436 0.1865 -3.0508 0.36
C 0.0728 1.0806 -4.3671 -1.08
C -1.5421 -1.4418 -3.7461 -0.92
C -2.4186 1.3010 -2.7767 -0.64
C 1.9158 -1.7492 -2.6922 -0.08
C 1.5730 -3.0644 -2.3834 0.04
C 1.6442 -4.0602 -3.3417 -0.29
C 2.0786 -3.7599 -4.6264 -0.89
C 2.4441 -2.4594 -4.9404 -0.84
C 2.3561 -1.4594 -3.9799 -0.65
C 2.5658 0.9645 -1.8492 -0.26
C 3.8724 0.8668 -2.3168 -0.54
C 4.6558 2.0042 -2.4644 -0.89
C 4.1502 3.2473 -2.1143 -0.82
C 2.8622 3.3493 -1.6041 -0.54
C 2.0741 2.2149 -1.4746 0.72
C 2.3014 1.2404 1.7718 0.21
C 1.5536 2.3287 2.2032 -0.46
C 2.1342 3.5902 2.2863 -0.75
C 3.4671 3.7653 1.9469 -0.77
C 4.2208 2.6793 1.5140 -0.80
C 3.6377 1.4273 1.4172 -0.39
C 2.2312 -1.3963 2.8706 -0.29
C 1.9229 -2.7558 2.8769 0.40
C 2.3572 -3.5735 3.9055 -0.61
C 3.1167 -3.0422 4.9425 -0.57
C 3.4352 -1.6934 4.9411 -0.77
C 2.9894 -0.8732 3.9105 -0.40
H -2.3426 -2.1665 4.3300 0.61
H -0.9281 -2.8784 3.5289 0.14
H -2.3491 -2.4224 2.5742 0.07
H -0.8131 0.2370 5.5619 0.46
H 0.5737 0.8603 4.6581 0.26
H 0.5137 -0.8423 5.1115 0.23
H -3.3410 0.2786 3.7774 0.40
H -2.9336 0.8646 2.1638 -0.39
H -2.3284 1.7214 3.5878 0.27
H 0.7452 0.4256 -4.9193 0.30
H 0.6669 1.9003 -3.9540 0.17
H -0.6349 1.5063 -5.0854 0.46
H -0.7571 -1.9631 -4.3013 0.17
H -2.3882 -1.2765 -4.4198 0.44
H -1.8718 -2.1074 -2.9448 0.16
H -2.1335 2.3379 -2.5898 0.19
H -3.0292 0.9668 -1.9384 -0.25
H -3.0258 1.2683 -3.6882 0.36
H 1.2510 -3.2935 -1.3749 -0.27
H 1.3457 -5.0698 -3.0873 0.46
H 2.1361 -4.5384 -5.3769 0.36
H 2.7879 -2.2159 -5.9385 0.39
H 2.6391 -0.4491 -4.2438 0.53
H 4.2898 -0.1042 -2.5553 0.54
H 5.6672 1.9163 -2.8425 0.39
H 4.7643 4.1335 -2.2209 0.39
H 2.4873 4.3128 -1.2814 0.50
H 1.0748 2.2723 -1.0504 -0.19
H 0.5074 2.1937 2.4439 0.39
H 1.5389 4.4367 2.6098 0.37
H 3.9199 4.7476 2.0124 0.38
H 5.2574 2.8156 1.2311 0.37
H 4.2079 0.5855 1.0391 0.50
H 1.3279 -3.1521 2.0617 -0.27
H 2.1069 -4.6277 3.9014 0.45
H 3.4588 -3.6814 5.7471 0.37
H 4.0211 -1.2719 5.7486 0.39
H 3.2357 0.1813 3.9253 0.33
C -1.3176 5.6738 2.1262 -1.01
N -0.7600 5.5508 0.8008 0.51
C -0.8188 4.4216 0.0291 -0.34
Se -1.5418 2.8122 0.4156 -0.23
N -0.1759 4.7398 -1.1336 0.31
C 0.2911 6.0394 -1.1120 0.17
C 0.9913 6.7985 -2.0306 -0.49
C 1.2997 8.1059 -1.6685 -0.63
C 0.9196 8.6263 -0.4339 -0.58
C 0.2169 7.8589 0.4898 -0.69
C -0.0874 6.5593 0.1284 0.51
H -1.7108 4.6993 2.4089 0.16
H -2.1249 6.4079 2.1339 0.36
H -0.5423 5.9786 2.8312 0.37
H -0.0683 4.0645 -1.8725 -0.03
H 1.2913 6.3905 -2.9867 0.48
H 1.8472 8.7302 -2.3620 0.39
H 1.1779 9.6472 -0.1858 0.39
H -0.0741 8.2603 1.4513 0.44
F 3.0885 -6.2864 -0.2193 -0.36
C 1.8051 -6.6541 -0.2348 0.35
C 0.8380 -5.8482 0.2109 -0.24
N -0.4896 -6.2195 0.2145 0.21
C -1.4910 -5.2440 0.6604 -1.22
C -1.3111 -3.9587 -0.1566 -0.09
O -1.5799 -3.9494 -1.3438 -0.58
O -0.7931 -2.9985 0.5289 0.68
C -0.8953 -7.4514 -0.2406 0.49
O -2.0411 -7.8473 -0.2320 -0.67
N 0.1394 -8.2483 -0.7148 -0.05
C 1.4992 -7.9776 -0.7630 0.22
O 2.2991 -8.7766 -1.1995 -0.65
H 1.0540 -4.8531 0.5819 0.56
H -1.3694 -5.0459 1.7249 0.15
H -2.4647 -5.6840 0.4678 0.42
H -0.1474 -9.1542 -1.0548 0.23
C -6.4599 -1.5769 1.2030 -1.03
Si -5.6350 -0.4889 -0.0828 -0.26
C -6.2871 -0.9295 -1.7832 -0.99
C -6.0107 1.3092 0.2899 -0.98
C -3.8400 -0.7457 -0.0359 -0.44
C -2.6215 -0.8587 -0.0193 1.16
H -7.5451 -1.4447 1.2100 0.32
H -6.0777 -1.3427 2.1990 0.28
H -6.2439 -2.6286 1.0046 0.29
H -7.3690 -0.7904 -1.8522 0.32
H -6.0558 -1.9706 -2.0173 0.29
H -5.8094 -0.3090 -2.5446 0.28
H -7.0820 1.5185 0.2282 0.37
H -5.4892 1.9606 -0.4149 0.28
H -5.6647 1.5694 1.2929 0.27


(6)
19
Properties=species:S:1:pos:R:3:nbo_charge:R:1 method="wB97M-V/def2-TZVPD" homo_energy_ev=-3.056 multiplicity=1 relative_energy_ev=2.0410 total_charge=-1 orbital_gap_ev=7.006
C 0.2243 0.6877 -1.0995 -0.20
N -0.7281 -0.3929 -0.7846 -0.73
C -2.1792 -0.0858 -0.4773 0.14
O -2.4308 0.2023 0.7822 -0.94
C 1.7006 0.4928 -0.6589 -0.41
C 1.7909 0.1935 0.7847 -0.64
H -0.0890 1.6969 -0.7428 0.16
H 0.2220 0.6206 -2.2718 0.15
H -0.2973 -1.0318 -0.0830 0.36
H -2.6458 -0.9506 -0.6329 0.11
H -2.4698 0.6222 -1.2439 0.08
H 2.0294 -0.3635 -1.3862 0.19
H 2.1360 1.5259 -0.9210 0.19
H 0.8652 0.1202 1.3542 0.21
H 2.3322 0.9276 1.2603 0.20
H 2.2506 -0.6977 0.9512 0.20
H -0.0758 -1.1487 1.7661 0.44
H -1.6956 -0.9128 1.5809 0.51
O -0.9397 -1.5059 1.8222 -1.03


(7)
54
Properties=species:S:1:pos:R:3:nbo_charge:R:1 method="wB97M-V/def2-TZVPD" homo_energy_ev=-14.887 multiplicity=1 relative_energy_ev=0.0000 total_charge=+2 orbital_gap_ev=1.837
Tl 1.3957 -3.5041 1.8160 0.98
O 0.4243 0.4999 -1.1756 -0.61
C 0.9089 -0.7132 -1.2051 0.94
O 1.7766 -1.1145 -2.0274 -0.28
O 0.6321 -1.5603 -0.3388 -0.36
H 0.9586 1.0872 -1.7422 0.53
C -3.4369 -3.8608 3.4254 -0.26
O -3.7224 -3.3449 2.1159 -0.46
C -2.7281 -3.1412 1.2917 1.02
O -1.5394 -3.2319 1.5485 -0.75
O -3.2328 -2.7614 0.1368 -0.46
C -2.3333 -2.5574 -0.9655 -0.26
H -3.6655 -4.9246 3.4267 0.21
H -4.0779 -3.3251 4.1156 0.22
H -2.3973 -3.7410 3.7154 0.19
H -1.3836 -3.0355 -0.7606 0.20
H -2.2055 -1.4729 -1.0439 0.19
H -2.8543 -2.9374 -1.8377 0.21
C 1.0731 -0.3877 -4.6098 -0.17
O -0.1172 -1.0607 -4.9065 -0.34
C -0.1538 -2.3767 -4.6036 0.96
O 0.7694 -2.9182 -4.0806 -0.56
O -1.3362 -2.8434 -4.8953 -0.45
C -1.5441 -4.2594 -4.8517 -0.27
H 0.8636 0.6748 -4.6668 0.24
H 1.8854 -0.7123 -5.2704 0.28
H 1.4477 -0.6325 -3.5715 0.26
H -2.4001 -4.4624 -5.4856 0.24
H -1.8762 -4.5406 -3.8428 0.20
H -0.6480 -4.8293 -5.0735 0.22
C -0.1940 7.7367 0.9607 -0.27
O -0.2413 6.4137 0.4483 -0.47
C 0.1428 5.4662 1.2777 0.98
O 0.4361 5.5830 2.4296 -0.58
O 0.1662 4.3117 0.5875 -0.48
C 0.2871 3.1419 1.3767 -0.26
H 0.8423 8.0295 1.1735 0.20
H -0.6990 7.8413 1.9223 0.21
H -0.5914 8.3900 0.1959 0.21
H 1.1713 3.2130 2.0168 0.22
H 0.3491 2.3078 0.6865 0.17
H -0.5512 2.9757 2.0632 0.20
C 0.8860 0.4806 4.3353 -0.26
O 1.8761 1.1349 3.5370 -0.46
C 2.3379 0.4699 2.5030 1.01
O 2.2326 -0.7236 2.3114 -0.74
O 3.0237 1.3162 1.7600 -0.48
C 3.8730 0.8163 0.7377 -0.25
H 0.2183 -0.1086 3.7127 0.18
H 0.3365 1.2511 4.8685 0.22
H 1.3644 -0.1300 5.1013 0.20
H 4.7845 0.3970 1.1562 0.22
H 4.1016 1.6269 0.0527 0.21
H 3.3644 0.0463 0.1484 0.16


(8)
8
Properties=species:S:1:pos:R:3:nbo_charge:R:1 method="wB97M-V/def2-TZVPD" homo_energy_ev=-2.463 multiplicity=1 relative_energy_ev=0.6211 total_charge=-1 orbital_gap_ev=6.381
S -3.4260 -0.0028 -0.0070 -1.06
H -2.5834 0.8200 -0.6454 0.07
C 0.4619 0.0139 0.4633 -0.35
C 1.5398 -0.2893 -0.2416 -0.44
H 0.5341 0.3808 1.4789 0.18
H -0.5398 -0.0697 0.0520 0.25
H 1.4681 -0.6557 -1.2577 0.18
H 2.5454 -0.1972 0.1574 0.17